A 2-piece molecular cluster, C3H6NPS overall, computed with ωB97M-V with the def2-TZVPD basis set.

## Properties
**Charge**: 0
**LUMO level (alpha / beta)**: -2.5 / -2.5 eV
**Frontier orbital gap (alpha / beta)**: 6.9 / 6.9 eV
**DFT total energy**: -24818.2971 eV
**HOMO level (alpha / beta)**: -9.456 / -9.455 eV
**2S+1**: 1

Atoms and positions in Å:
S (1.2955, 1.2505, 0.6124)
P (-0.1357, 2.5408, 0.0292)
N (-2.0021, 3.1267, 3.6296)
C (-1.6679, 3.0186, 2.5202)
C (-0.2841, -0.7626, -0.6290)
C (0.2549, -0.3189, 0.7482)
H (-0.7108, 0.0327, -1.1087)
H (0.8367, -1.0583, 1.2104)
H (-0.5716, -0.0007, 1.5205)
H (1.0497, 3.3907, -0.1643)
H (-0.9951, -1.7049, -0.4863)
H (0.6857, -1.0288, -1.2993)